# 1
21
Properties=species:S:1:pos:R:3 method="wB97M-V/def2-TZVPD" homo_energy_ev=-8.83 molar_mass_g_mol=187.20 homo_lumo_gap_ev=9.264 smiles="C#CC1=CC[P@](=O)(N(C)C)S1" spin_multiplicity=1 total_charge=0
C -4.26137 1.16874 -0.49192
C -3.19827 0.77980 -0.05539
C -1.46113 0.05790 1.46250
C -2.08763 0.06481 0.29785
C -0.16607 -0.66362 1.66859
C 2.59345 0.16930 0.08270
C 1.40300 0.41710 -1.83363
N 1.18618 0.22427 -0.42366
O 1.06939 -2.53933 -0.08554
P 0.40291 -1.27033 0.04261
S -1.53630 -1.24758 -0.87946
H -5.25412 1.49560 -0.56326
H -1.98218 0.78937 2.09575
H 0.71686 -0.07209 2.12441
H -0.33812 -1.48164 2.53050
H 2.69727 0.20682 1.12374
H 3.16765 -0.79683 -0.04360
H 3.04438 1.13218 -0.28666
H 0.38669 0.22705 -2.29158
H 1.46459 1.40788 -2.09915
H 2.15283 -0.06940 -2.37482

***

# 2
20
Properties=species:S:1:pos:R:3 method="wB97M-V/def2-TZVPD" homo_energy_ev="-6.29 / -6.63" molar_mass_g_mol=171.21 homo_lumo_gap_ev="6.258 / 6.785" spin_multiplicity=1 total_charge=0
C -0.12146 -0.52471 1.99918
C 0.39277 0.94817 -0.02469
C -0.61598 -0.41223 3.24984
C -0.15137 0.72197 1.25145
C -0.60270 1.77737 2.07843
C 1.79554 0.63263 -1.97757
C -1.53569 -1.47016 -0.50732
N 0.78780 0.09989 -0.97442
P 0.08436 -1.44757 -1.42514
S -0.92859 1.23804 3.66641
H 0.28585 -1.42831 1.68966
H 0.84491 1.99441 -0.27943
H -0.77852 -1.17798 4.10100
H -0.77957 2.76303 1.91893
H 1.39417 1.32720 -2.67430
H 2.38021 1.20431 -1.36290
H 2.17162 -0.25344 -2.36027
H -1.87819 -0.34003 -0.24064
H -1.64882 -2.09113 0.33366
H -2.24795 -2.02898 -1.03027

***

# 3
18
Properties=species:S:1:pos:R:3 method="wB97M-V/def2-TZVPD" homo_energy_ev=-8.71 molar_mass_g_mol=110.16 homo_lumo_gap_ev=9.746 smiles="CC1=C[C@H]2C[C@@H]2OC1" spin_multiplicity=1 total_charge=0
C -2.42749 -0.34728 0.02123
C -0.91396 -0.07656 -0.16239
C -0.13641 -1.08748 0.05272
C 1.14106 -0.50035 0.40430
C 2.56587 -0.61698 -0.03449
C 1.48797 0.51428 -0.35847
C -0.44535 1.32133 0.07016
H -2.67818 -0.37711 1.18279
H -3.17406 0.40116 -0.60763
H -2.48924 -1.37708 -0.49335
H -0.42996 -2.01842 0.14766
H 1.18642 -0.09580 1.35722
H 3.60659 -0.63716 0.56956
H 2.87278 -0.81114 -0.98977
H 0.89518 0.26103 -1.27186
H -0.99291 1.91937 0.77937
H -0.90097 1.85886 -0.85769
O 0.83267 1.66932 0.19063

***

# 4
18
Properties=species:S:1:pos:R:3 method="wB97M-V/def2-TZVPD" homo_energy_ev=-8.67 molar_mass_g_mol=110.16 homo_lumo_gap_ev=9.488 smiles=c1ccccc1.CO spin_multiplicity=1 total_charge=0
C 1.32370 -0.15765 -1.99470
C -0.77878 1.24407 0.49117
C -0.99791 0.92060 1.82219
C -0.81931 -0.39621 2.27983
C -0.52673 -1.41218 1.37743
C -0.40225 -1.11735 0.01062
C -0.55149 0.20871 -0.43842
H 1.64017 1.62796 -1.41640
H 0.52198 -0.84885 -2.29125
H 2.19113 -0.08884 -2.66204
H 1.61856 -0.70441 -0.99797
H -0.93669 2.27428 0.16137
H -1.20960 1.71647 2.54390
H -0.84148 -0.51246 3.35673
H -0.41573 -2.42792 1.73390
H -0.23258 -1.92441 -0.66523
H -0.44832 0.43031 -1.47678
O 0.86532 1.16787 -1.83436

***

# 5
18
Properties=species:S:1:pos:R:3 method="wB97M-V/def2-TZVPD" homo_energy_ev=-8.41 molar_mass_g_mol=110.16 homo_lumo_gap_ev=9.000 smiles="COC1(C)C=CC=C1" spin_multiplicity=1 total_charge=0
C 0.56750 0.98877 1.83767
C -0.51362 0.09558 0.16203
C -2.02761 -0.44915 -0.36484
C 0.37386 -1.16696 0.07409
C 1.37052 -1.00227 -0.88409
C 1.18339 0.26421 -1.53732
C 0.13174 0.85084 -0.93266
H 0.99296 -0.10158 1.90530
H 1.18947 1.72968 1.40068
H 0.62729 1.52501 2.78389
H -1.73078 -1.23221 -1.24016
H -2.73569 0.32434 -0.88566
H -2.37147 -0.87367 0.51471
H 0.35609 -2.10435 0.68603
H 2.11248 -1.88622 -0.82183
H 1.70092 0.47537 -2.52167
H -0.52224 1.76100 -1.47700
O -0.70482 0.80162 1.30082

***

# 6
18
Properties=species:S:1:pos:R:3 method="wB97M-V/def2-TZVPD" homo_energy_ev=-9.10 molar_mass_g_mol=110.16 homo_lumo_gap_ev=10.131 spin_multiplicity=1 total_charge=0
C 0.28123 -0.54353 -1.70286
C 1.28205 1.20264 -0.34370
C 0.93651 1.10762 1.15425
C -0.21879 0.62125 1.70391
C -1.37645 0.07184 0.91717
C -1.20815 -1.31301 0.27910
C -0.49986 -1.51130 -0.85629
H -0.03349 -0.63099 -2.76393
H 1.34025 -0.88828 -1.67795
H 1.50235 2.18154 -0.76078
H 2.15179 0.54768 -0.50722
H 1.79264 1.51878 1.81176
H -0.33325 0.72054 2.83536
H -1.60064 0.81178 0.13762
H -2.27798 0.01153 1.60315
H -1.61317 -2.17882 0.80616
H -0.36342 -2.50608 -1.33982
O 0.23837 0.77681 -1.29593

***

# 7
18
Properties=species:S:1:pos:R:3 method="wB97M-V/def2-TZVPD" homo_energy_ev=-8.65 molar_mass_g_mol=110.16 homo_lumo_gap_ev=9.369 smiles="C[C@H](O)C1=CC=CC1" spin_multiplicity=1 total_charge=0
C 1.47623 1.50366 -1.15076
C 0.38086 0.55692 -1.20397
C -0.09030 -0.02593 0.18135
C -1.17085 0.14386 0.83482
C -1.13542 -0.70547 2.07340
C 0.06869 -1.36511 1.98513
C 0.56582 -1.19519 0.53884
H 1.47253 2.08850 -2.01641
H 2.24279 0.76415 -0.77178
H 1.33906 2.30659 -0.34520
H 1.00284 -0.43870 -1.53097
H -1.23203 0.27655 -2.69439
H -1.94589 0.85591 0.48109
H -1.84652 -0.82214 2.99167
H 0.67681 -2.09191 2.65688
H 1.83186 -1.35068 0.80323
H 0.38978 -2.16863 -0.02893
O -0.56267 0.88799 -2.38725

***

# 8
18
Properties=species:S:1:pos:R:3 method="wB97M-V/def2-TZVPD" homo_energy_ev=-8.89 molar_mass_g_mol=110.16 homo_lumo_gap_ev=9.631 spin_multiplicity=1 total_charge=0
C 1.81355 1.50941 -0.06456
C 0.46083 1.12235 0.59567
C -0.18805 -0.10080 -0.02378
C 0.60704 -1.33797 0.00331
C -1.46807 0.09022 -0.43371
C -2.38360 -0.90689 -0.98960
C -3.04185 -1.86915 -1.43032
H 1.97194 0.94497 -1.18681
H 2.76828 0.96783 0.52663
H 1.75042 2.79403 0.07104
H -0.16766 2.06025 0.44653
H -0.27732 0.80656 2.27932
H 1.06693 -1.55005 1.02695
H 0.21965 -2.37839 -0.25680
H 1.55144 -1.37388 -0.60697
H -1.72798 1.23326 -0.24431
H -3.51412 -2.84184 -1.65001
O 0.55858 0.83010 1.93743

***

Per-record energy relative to the best compared isomer or geometry (same formula, charge and spin), kcal/mol: 70.95 34.10 166.33 59.66 98.41 52.61 111.17 114.12